Record 1
Formula: C4H11NS2
Source: OMol25
Level of theory: ωB97M-V with the def2-TZVPD basis set

XYZ file:
```
18
Properties=species:S:1:pos:R:3:nbo_charge:R:1
S 1.364 -1.318 1.571 0.46
S 3.014 -2.351 0.956 0.16
N -1.259 0.455 0.398 -0.65
C -0.593 -0.249 -0.730 -0.23
C -2.686 0.868 0.189 -0.41
C 1.508 0.266 0.443 -0.49
C 0.856 0.203 -0.917 -0.47
H -2.625 1.330 -0.823 0.20
H -1.149 -0.147 -1.681 0.23
H -3.283 -0.029 -0.067 0.18
H -0.680 -1.269 -0.355 0.18
H 4.177 -1.830 0.419 0.22
H -3.039 1.437 1.029 0.22
H 0.997 1.042 1.024 0.28
H 2.460 0.760 0.407 0.26
H -1.176 -0.108 1.256 0.34
H 0.738 1.205 -1.369 0.26
H 1.376 -0.266 -1.749 0.24
```

2S+1 ... 2
Net charge ... +1
Relative energy (zero: lowest compared OMol25 entry of this formula, charge and spin) ... 47.30 kcal per mole


Record 2
Formula: C3H6N2O
Source: OMol25
Level of theory: ωB97M-V with the def2-TZVPD basis set

XYZ file:
```
12
Properties=species:S:1:pos:R:3:nbo_charge:R:1
O -2.707 0.038 -0.664 -0.54
N 0.290 1.565 0.466 -0.50
N 0.092 -0.773 -0.165 -0.67
C 1.619 -0.510 0.254 -0.40
C -0.516 0.759 0.070 0.09
C -1.953 0.891 -0.250 0.37
H 1.752 -0.175 1.299 0.25
H 2.142 0.268 -0.336 0.25
H 2.089 -1.467 0.109 0.19
H -0.100 -1.081 -1.133 0.41
H -0.448 -1.449 0.399 0.41
H -2.261 1.934 -0.050 0.14
```

Relative energy (zero: lowest compared OMol25 entry of this formula, charge and spin) ... 88.15 kcal per mole


Record 3
Formula: C5H10O
Source: OMol25
Level of theory: ωB97M-V with the def2-TZVPD basis set

XYZ file:
```
16
Properties=species:S:1:pos:R:3:nbo_charge:R:1
O -0.825 1.174 -1.531 -0.70
C 0.902 -0.167 -0.369 -0.25
C -0.530 0.158 -0.609 0.21
C -0.034 -1.180 -1.041 -0.42
C -1.449 0.127 0.593 -0.63
C 1.461 0.085 1.023 -0.61
H 1.096 -0.568 1.820 0.21
H 1.558 0.231 -1.140 0.22
H 0.170 -1.326 -2.099 0.23
H -0.497 1.976 -1.097 0.46
H 2.555 0.084 1.029 0.22
H -1.214 -0.711 1.261 0.21
H 1.142 1.105 1.285 0.20
H -0.472 -2.050 -0.553 0.21
H -1.383 1.050 1.181 0.20
H -2.479 0.011 0.247 0.22
```

SMILES string ... C[C@H]1C[C@]1(C)O
Relative energy (zero: lowest compared OMol25 entry of this formula, charge and spin) ... 30.81 kcal per mole


Record 4
Formula: C5H6O
Source: OMol25
Level of theory: ωB97M-V with the def2-TZVPD basis set

XYZ file:
```
12
Properties=species:S:1:pos:R:3:nbo_charge:R:1
O 0.027 -0.268 1.297 -0.42
C 0.365 -0.314 -0.901 -0.32
C 1.527 -0.832 -0.268 -0.31
C -0.506 0.043 0.071 0.29
C 1.305 -0.763 1.061 0.08
C -1.706 0.926 -0.131 -0.65
H 2.396 -1.225 -0.770 0.23
H -1.729 1.167 -1.202 0.23
H 1.958 -1.098 1.866 0.21
H -1.575 1.875 0.399 0.23
H 0.226 -0.156 -1.958 0.22
H -2.691 0.523 0.128 0.22
```

SMILES string ... Cc1ccco1
Relative energy (zero: lowest compared OMol25 entry of this formula, charge and spin) ... 9.44 kcal per mole


Record 5
Formula: C3H31N2O10S
Source: OMol25
Level of theory: ωB97M-V with the def2-TZVPD basis set

XYZ file:
```
47
Properties=species:S:1:pos:R:3:nbo_charge:R:1
S 3.172 -1.991 1.915 -0.07
O 1.201 -1.882 -2.152 -0.95
O -1.489 4.430 -1.685 -0.96
O 2.604 0.825 -1.634 -0.96
O 0.120 3.531 0.300 -0.97
O -2.971 0.517 1.798 -0.98
O -2.670 -2.270 -1.901 -0.99
O -0.093 2.513 -3.393 -0.95
O -1.054 -0.853 -0.145 -1.03
O -1.136 -3.440 0.639 -0.97
O -0.934 -4.092 -2.578 -0.96
N 1.728 0.780 0.683 -0.90
N -0.554 1.632 1.963 -0.71
C 2.530 -0.426 2.712 -0.50
C 0.548 1.089 2.793 -0.23
C 1.353 0.132 1.921 -0.09
H -3.918 0.551 1.976 0.49
H 0.902 3.065 -0.013 0.50
H 1.220 1.919 3.023 0.21
H -1.030 0.927 1.396 0.46
H -0.497 -3.705 1.305 0.48
H 2.996 0.574 -2.466 0.50
H -0.957 -1.652 0.417 0.50
H 0.507 -1.584 -1.540 0.48
H -2.885 -0.308 1.296 0.50
H -2.382 4.184 -1.922 0.49
H 2.262 -0.783 3.708 0.23
H -0.245 2.389 1.270 0.47
H 3.441 0.161 2.709 0.23
H -0.261 1.731 -2.852 0.47
H -2.472 -3.159 -2.239 0.51
H -1.454 -4.233 0.200 0.51
H 2.573 1.331 0.779 0.37
H 1.832 1.372 -1.790 0.48
H -0.723 2.346 -4.108 0.48
H -0.929 -3.451 -3.302 0.48
H 2.665 -2.879 2.790 0.13
H -0.914 4.125 -2.400 0.50
H -0.019 -3.924 -2.308 0.50
H -1.288 1.990 2.570 0.43
H 1.874 0.161 -0.104 0.42
H 0.230 0.601 3.713 0.22
H -3.483 -1.919 -2.255 0.49
H 0.725 -0.727 1.666 0.20
H 1.817 -2.156 -1.459 0.47
H -0.469 3.878 -0.401 0.53
H -1.472 -1.321 -0.894 0.51
```

Net charge ... +1
Relative energy (zero: lowest compared OMol25 entry of this formula, charge and spin) ... 0.00 kcal per mole


Record 6
Formula: C7H3BrClFS
Source: OMol25
Level of theory: ωB97M-V with the def2-TZVPD basis set

XYZ file:
```
14
Properties=species:S:1:pos:R:3:nbo_charge:R:1
Br 1.684 -2.556 0.419 0.10
Cl 2.686 1.237 -1.375 0.06
S 3.137 0.384 1.456 0.45
F 0.227 2.384 0.056 -0.31
C 0.395 -1.163 0.167 -0.05
C -1.029 -1.387 0.110 -0.25
C -1.947 -0.422 -0.261 -0.19
C 0.787 0.209 0.063 -0.17
C -1.535 0.891 -0.254 -0.26
C 2.258 0.637 0.177 -0.47
C -0.183 1.126 -0.073 0.40
H -1.189 -2.482 0.207 0.23
H -2.979 -0.591 -0.529 0.23
H -2.313 1.735 -0.163 0.24
```

2S+1 ... 3
E_tot ... -3800.66833 Ha


Record 7
Formula: C40H79F4IN2O19
Source: OMol25
Level of theory: ωB97M-V with the def2-TZVPD basis set

XYZ file:
```
145
Properties=species:S:1:pos:R:3:lowdin_charge:R:1
I 2.280 1.956 5.004 0.92
F -4.767 4.397 -2.356 0.05
F 5.555 3.022 2.477 0.06
F -4.787 2.127 -2.485 0.06
F -3.611 3.167 -0.757 0.04
O 6.481 2.573 6.005 -0.14
O -8.449 -9.706 -0.943 -0.14
O -0.922 -0.987 0.761 0.06
O 0.494 1.277 -6.639 -0.14
O 0.671 3.110 -2.492 0.01
O 4.533 5.387 7.814 -0.14
O 5.027 4.165 4.365 0.02
O 5.731 -2.496 2.569 -0.14
O 1.743 7.178 2.094 -0.14
O -8.665 -6.461 -3.674 -0.15
O 7.979 3.644 10.015 -0.13
O -6.804 -3.345 -4.944 -0.15
O 0.315 0.069 3.162 -0.07
O -8.758 -8.368 2.398 -0.13
O 8.300 0.488 -0.535 -0.13
O -3.132 1.235 -8.010 -0.15
O -4.463 -4.488 -0.106 -0.14
O 4.334 0.549 1.340 -0.02
O 3.236 0.190 -3.464 -0.15
N 4.929 0.617 -1.014 0.05
N -3.645 -2.273 -3.261 0.04
C 2.264 4.680 -0.423 -0.15
C -2.761 -0.481 -1.467 -0.12
C 5.216 -2.421 3.885 -0.15
C 1.977 0.398 -4.095 -0.12
C 1.743 2.226 2.883 -0.44
C -4.795 -2.216 -2.429 -0.13
C -7.124 -4.643 -5.430 -0.16
C -8.835 -11.015 -0.551 -0.16
C 3.830 2.881 -1.722 -0.17
C -4.784 -5.787 -0.582 -0.16
C 3.508 -1.347 0.017 0.00
C -3.969 3.234 -2.149 -0.38
C -4.018 -0.490 -0.569 0.03
C -5.082 -1.441 -1.138 -0.03
C -1.109 1.550 -1.915 -0.04
C 0.758 1.146 2.318 -0.22
C 7.920 -0.825 -0.152 -0.16
C -0.746 0.152 0.242 -0.22
C 4.669 3.851 3.196 -0.30
C 5.034 2.108 -0.979 -0.19
C -2.653 3.354 -3.059 -0.06
C -0.236 2.319 -7.273 -0.15
C -9.050 -7.772 -3.278 -0.14
C -9.145 -9.676 2.795 -0.15
C 0.175 2.451 -1.529 -0.22
C 2.294 3.401 2.007 -0.11
C -1.891 1.951 -3.275 -0.10
C 3.298 4.458 2.650 -0.07
C 1.762 3.469 0.521 -0.01
C 0.740 2.423 -0.052 0.03
C 0.254 1.232 0.860 0.05
C -2.696 -1.377 -2.693 -0.10
C 5.142 6.566 8.320 -0.16
C 3.648 4.386 -1.186 -0.17
C 4.296 0.063 0.175 -0.42
C 1.222 7.261 3.414 -0.14
C 5.772 2.047 7.115 -0.17
C -1.528 0.467 -1.105 -0.05
C 8.321 2.279 10.200 -0.17
C -3.858 2.279 -8.642 -0.15
H -3.605 2.314 -9.704 0.08
H 1.886 7.868 4.035 0.08
H -10.017 -7.733 -2.771 0.08
H -3.589 3.227 -8.175 0.08
H -8.132 -4.899 -5.112 0.06
H -6.420 -5.372 -5.021 0.08
H 1.158 6.256 3.831 0.07
H -5.665 -2.878 -2.806 0.10
H 2.096 0.352 -5.178 0.07
H 5.204 2.845 7.599 0.07
H -1.701 -1.327 -3.280 0.12
H 8.679 -1.248 0.511 0.08
H 4.543 7.438 8.044 0.07
H 1.789 8.079 1.750 0.09
H 2.756 4.899 3.569 0.11
H -8.079 -11.434 0.117 0.08
H -2.665 1.173 -3.580 0.11
H 2.423 -1.293 0.361 0.08
H 5.174 2.558 0.059 0.10
H 1.600 1.382 -3.816 0.06
H -4.082 -6.515 -0.169 0.08
H -2.908 3.782 -4.096 0.14
H 0.031 3.269 -6.808 0.08
H -8.389 -10.095 3.464 0.08
H 5.823 2.937 5.390 0.01
H -8.384 -9.174 -0.137 0.07
H -8.691 -7.833 3.199 0.08
H 2.880 2.251 -1.729 0.08
H -3.388 0.409 -8.440 0.08
H 5.883 -1.815 4.504 0.08
H 9.107 1.999 9.494 0.08
H -10.112 -9.636 3.302 0.08
H 5.774 -1.590 2.232 0.04
H -1.939 4.089 -2.540 0.13
H 3.675 5.109 -2.090 0.12
H -7.077 -4.649 -6.523 0.08
H 3.561 5.344 1.983 0.12
H 0.225 7.706 3.389 0.08
H 4.220 -1.972 3.856 0.08
H -0.411 0.486 3.690 0.12
H -6.083 -1.567 -0.602 0.10
H 4.575 4.654 -0.560 0.11
H 3.642 -1.804 -1.030 0.08
H 4.071 -2.072 0.736 0.08
H -9.803 -10.975 -0.045 0.07
H -4.136 0.127 0.376 0.12
H 6.488 1.630 7.825 0.06
H 7.836 -1.443 -1.047 0.08
H -1.131 2.096 -4.135 0.12
H 5.993 2.376 -1.571 0.13
H -3.565 -4.288 -0.401 0.08
H 1.437 5.032 -1.149 0.12
H -8.296 -8.190 -2.611 0.05
H 1.270 -0.368 -3.764 0.08
H 0.018 2.351 -8.335 0.08
H 5.095 1.256 6.778 0.05
H 6.953 -0.792 0.357 0.05
H 4.252 0.416 -1.784 0.08
H 7.437 1.655 10.044 0.07
H -8.599 -5.929 -2.871 0.08
H -8.917 -11.640 -1.441 0.08
H 8.367 1.013 0.273 0.08
H 3.547 -0.686 -3.726 0.09
H 2.453 5.594 0.262 0.09
H 0.239 0.449 -7.068 0.08
H -9.133 -8.398 -4.167 0.08
H -5.906 -3.144 -5.240 0.07
H 5.197 6.496 9.406 0.08
H 5.150 -3.426 4.302 0.08
H -9.228 -10.302 1.907 0.04
H -4.931 2.108 -8.520 0.08
H 4.496 5.474 6.852 0.06
H -1.305 2.144 -7.150 0.05
H -5.795 -6.039 -0.263 0.07
H 4.156 2.972 -2.829 0.12
H 6.152 6.664 7.913 0.08
H -4.735 -5.801 -1.675 0.07
H 7.661 3.738 9.108 0.07
H 8.685 2.141 11.219 0.08
```

E_tot ... -3807.16957 Ha


Record 8
Formula: C7H10F8OP
Source: OMol25
Level of theory: ωB97M-V with the def2-TZVPD basis set

XYZ file:
```
27
Properties=species:S:1:pos:R:3:nbo_charge:R:1
P 3.452 1.151 -2.551 0.70
F -3.826 -0.285 4.235 -0.33
F -1.436 -1.141 2.863 -0.31
F -2.198 1.257 3.951 -0.32
F -3.522 -1.371 1.821 -0.29
F -0.767 1.090 1.360 -0.31
F -2.847 1.201 0.533 -0.32
F -1.526 -1.986 -0.081 -0.30
F -2.397 -0.282 -1.341 -0.31
O 0.994 -1.079 -0.237 -0.49
C -2.484 -0.499 2.189 0.59
C 2.748 -0.534 -2.016 -0.71
C -1.484 -0.612 -0.308 0.64
C -1.852 0.282 0.960 0.58
C -0.022 -0.308 -0.906 -0.13
C 2.300 -0.557 -0.468 -0.06
C -3.148 0.502 3.266 0.51
H -3.963 1.128 2.775 0.18
H 0.196 0.801 -0.986 0.20
H 3.083 -1.185 0.076 0.24
H -0.066 -0.700 -1.983 0.20
H 4.519 1.581 -1.699 0.11
H 2.397 2.138 -2.565 0.10
H 3.619 -1.265 -2.162 0.28
H 3.865 1.008 -3.925 0.11
H 1.938 -0.834 -2.747 0.29
H 2.428 0.502 -0.053 0.17
```

E_tot ... -1487.87410 Ha
Net charge ... +1


Record 9
Formula: C4H11NO3
Source: OMol25
Level of theory: ωB97M-V with the def2-TZVPD basis set

XYZ file:
```
19
Properties=species:S:1:pos:R:3:nbo_charge:R:1
O 0.294 1.928 -4.188 -0.94
O -2.372 -1.379 0.345 -0.69
O -1.735 -0.835 -1.687 -0.60
N -0.367 1.046 1.356 -0.87
C 0.002 -0.959 -0.052 -0.52
C 1.717 -0.276 1.574 -0.63
C -1.406 -1.058 -0.550 0.80
C 0.142 -0.299 1.327 -0.04
H 2.070 -1.240 2.008 0.21
H 0.549 -1.898 -0.059 0.25
H -0.469 -0.788 2.117 0.21
H -3.238 -1.407 -0.089 0.50
H -0.623 1.371 2.268 0.38
H -0.038 1.302 -3.511 0.48
H 0.073 1.700 0.731 0.36
H 2.216 -0.073 0.619 0.20
H 1.926 0.566 2.236 0.21
H 0.507 -0.302 -0.780 0.23
H 0.753 2.599 -3.663 0.46
```

SMILES string ... C[C@@H](N)CC(=O)O.O
Relative energy (zero: lowest compared OMol25 entry of this formula, charge and spin) ... 22.71 kcal per mole


Record 10
Formula: C5H12N2O3
Source: OMol25
Level of theory: ωB97M-V with the def2-TZVPD basis set

XYZ file:
```
22
Properties=species:S:1:pos:R:3:nbo_charge:R:1
O 1.931 -0.198 -0.119 -0.63
O 0.528 -2.483 -0.724 -0.57
O -0.495 -2.263 2.642 -0.64
N 0.438 -2.746 0.650 -0.35
N -0.502 -0.641 1.021 -0.89
C 0.965 0.494 0.061 0.67
C 0.915 1.757 0.862 -0.72
C -1.439 1.446 -1.366 -0.62
C -0.251 -1.916 1.502 0.75
C -0.155 0.620 -1.379 -0.63
H 0.510 -3.717 0.913 0.39
H -1.012 -0.101 1.709 0.41
H -1.271 2.444 -0.959 0.21
H 1.421 1.581 1.810 0.25
H 0.601 1.147 -1.965 0.24
H -0.250 -0.333 -1.904 0.25
H -0.571 -0.320 -0.147 0.48
H -2.213 0.964 -0.766 0.21
H 1.324 -1.925 -0.813 0.50
H 1.450 2.535 0.315 0.25
H -0.106 2.087 1.039 0.22
H -1.818 1.569 -2.382 0.23
```

SMILES string ... CCC(C)=O.NC(=O)NO
Relative energy (zero: lowest compared OMol25 entry of this formula, charge and spin) ... 101.85 kcal per mole


Record 11
Formula: C3H11N2O
Source: OMol25
Level of theory: ωB97M-V with the def2-TZVPD basis set

XYZ file:
```
17
Properties=species:S:1:pos:R:3:nbo_charge:R:1
O 3.065 0.186 -0.014 -0.98
N 0.431 1.078 0.763 -0.67
N -1.764 -0.742 -1.649 -0.87
C -0.640 0.141 0.369 -0.18
C -1.109 0.285 -0.936 -0.25
C -0.938 -0.930 1.365 -0.64
H 2.928 -0.576 -0.595 0.48
H -2.044 -0.559 -2.591 0.37
H -0.936 1.212 -1.462 0.14
H 1.374 0.807 0.436 0.43
H -1.976 -1.252 1.290 0.22
H 0.229 2.009 0.356 0.35
H -0.304 -1.835 1.284 0.17
H 0.418 1.186 1.774 0.40
H -1.657 -1.692 -1.346 0.37
H 4.006 0.389 -0.061 0.48
H -0.797 -0.565 2.402 0.17
```

2S+1 ... 2
Relative energy (zero: lowest compared OMol25 entry of this formula, charge and spin) ... 50.67 kcal per mole


Record 12
Formula: C3H6O3S
Source: OMol25
Level of theory: ωB97M-V with the def2-TZVPD basis set

XYZ file:
```
13
Properties=species:S:1:pos:R:3:nbo_charge:R:1
S -1.666 0.700 -2.534 0.16
O -1.223 -0.239 -3.824 -0.83
O 1.702 1.443 -1.388 -0.52
O 0.299 0.020 -0.217 -0.50
C -0.361 -0.283 2.066 -0.63
C 0.799 0.748 -1.102 0.86
C 0.836 -0.089 1.159 -0.09
H -0.029 -0.434 3.089 0.22
H -1.313 -1.172 -3.595 0.48
H 1.506 -0.952 1.178 0.20
H -1.010 0.588 2.029 0.22
H -0.932 -1.151 1.746 0.22
H 1.391 0.822 1.392 0.20
```

Relative energy (zero: lowest compared OMol25 entry of this formula, charge and spin) ... 54.52 kcal per mole